Record 1
A molecular structure, C27H46BrNP2SSr at a distorted geometry, computed with wB97M-V/def2-TZVPD.

```
79
Properties=species:S:1:pos:R:3:forces:R:3
N -4.593911 4.566478 -1.358433 -0.5 -0.4 0.2
C -3.841593 4.988416 -0.345612 0.8 0.0 -0.3
C -2.485348 4.653185 -0.222750 -0.4 -0.6 -0.4
C -1.920770 3.723230 -1.135928 -0.9 0.1 0.6
C -2.759672 3.256434 -2.177736 -0.1 0.0 0.4
C -4.091857 3.698701 -2.235354 0.8 0.2 0.3
C -0.507224 3.325284 -1.028739 0.2 0.0 -1.2
Sr 1.083327 2.473422 0.761117 0.0 -1.2 1.2
P 3.912310 1.481928 0.448090 2.0 -1.1 -0.2
C 0.118861 2.185526 -1.581776 -1.4 -0.3 -1.1
C -0.255699 0.784733 -1.436724 0.2 1.0 0.0
C 0.342317 -0.247843 -2.230771 0.2 -0.6 0.0
C 0.139198 -1.581603 -2.000390 -0.4 0.1 -0.3
C -0.558408 -2.054349 -0.787878 -1.0 1.1 -1.0
C -1.331220 -0.994133 -0.150418 -0.1 0.1 0.3
C -1.167834 0.336851 -0.444279 -0.3 -0.1 0.2
Br 1.232943 -2.529563 0.404286 0.4 -0.3 0.8
H 0.164804 4.179742 -0.778793 -0.3 0.0 -0.8
H 0.953956 2.379719 -2.277085 0.3 -0.2 0.8
H -1.908803 5.081164 0.598228 0.0 -0.2 -0.2
H -2.398319 2.580191 -2.954498 0.0 0.1 0.3
H -4.324720 5.624883 0.399102 0.1 0.0 -0.3
H -4.772539 3.339097 -3.013607 0.3 0.2 0.2
H 1.032121 0.052851 -3.023764 -0.4 -0.2 0.1
H -1.793251 1.073151 0.072695 0.2 -0.2 -0.1
H 0.614390 -2.325712 -2.642527 -0.1 0.3 0.2
H -2.007428 -1.289855 0.656461 0.1 0.3 -0.3
P -1.523946 -3.656997 -0.650579 1.1 0.3 0.3
C 3.579597 3.317651 0.422959 -0.4 0.5 -0.1
C 4.884344 4.145744 0.314951 0.0 0.0 0.1
H 3.077660 3.641950 1.363466 0.2 0.1 -0.2
H 2.940062 3.570064 -0.453547 0.2 0.2 0.3
H 4.666730 5.219632 0.419935 0.0 -0.4 -0.1
H 5.587098 3.872785 1.115651 -0.2 0.0 -0.3
H 5.376593 3.995916 -0.655081 -0.2 -0.1 0.3
C 3.073474 0.429969 -0.835277 -0.4 0.3 -0.3
C 4.044986 -0.702441 -1.241005 0.0 0.0 -0.2
H 2.792033 1.032269 -1.715075 0.2 -0.2 0.2
H 2.153420 -0.057963 -0.447625 0.4 0.4 -0.2
H 3.694410 -1.181166 -2.161485 0.0 0.1 0.1
H 5.057077 -0.318967 -1.415873 -0.2 -0.1 0.0
H 4.087789 -1.488722 -0.476678 0.0 0.3 -0.2
C 3.249025 0.580331 1.920512 0.0 0.4 0.4
C 4.301061 -0.508560 2.257506 0.1 -0.1 0.3
H 2.283873 0.078174 1.719611 0.1 0.2 0.1
H 3.147467 1.271218 2.772806 0.0 -0.2 0.0
H 3.916871 -1.209443 3.004867 0.0 0.1 -0.1
H 4.594049 -1.096723 1.376714 -0.2 0.3 0.3
H 5.215230 -0.048723 2.661503 -0.3 -0.1 -0.2
C -1.734710 -3.842918 1.149957 0.0 0.6 0.1
C -1.552255 -5.239368 1.708547 -0.1 -0.4 0.1
H -2.730085 -3.459718 1.410042 0.2 -0.1 -0.2
H -1.011007 -3.158922 1.619530 -0.2 -0.3 -0.3
H -2.283533 -5.939540 1.291391 0.1 0.0 0.1
H -0.547532 -5.631044 1.530165 -0.1 0.1 0.0
H -1.714555 -5.178660 2.790521 0.1 -0.2 -0.2
C -0.546642 -4.951303 -1.411909 0.3 -0.2 0.7
C -0.643975 -5.002928 -2.935894 0.0 0.1 -0.3
H -0.879913 -5.886050 -0.932238 0.2 0.2 -0.2
H 0.481086 -4.750051 -1.079263 -0.2 -0.2 0.0
H -1.448696 -5.666799 -3.269944 0.2 0.2 0.0
H -0.807380 -4.008509 -3.376434 0.0 -0.3 0.0
H 0.304605 -5.383787 -3.323525 -0.2 0.0 -0.1
C -3.112628 -3.692423 -1.501326 -0.3 0.2 -0.3
C -4.347170 -3.294873 -0.696451 -0.2 0.2 0.1
H -3.223210 -4.712472 -1.901756 0.2 0.2 0.2
H -2.996330 -3.030203 -2.365417 -0.1 -0.1 -0.1
H -4.348744 -2.211756 -0.507221 -0.1 -0.3 0.1
H -5.248480 -3.542752 -1.274456 0.3 0.1 0.2
H -4.410126 -3.831434 0.259608 -0.1 0.1 -0.3
C -0.618027 3.915351 3.773208 -0.5 0.2 0.3
S -1.232706 2.735669 2.536379 0.5 -0.1 -0.3
C -0.757630 1.154422 3.292705 -0.4 -0.2 0.3
H -0.249486 4.823023 3.277819 -0.1 -0.3 0.1
H 0.166220 3.481049 4.403350 -0.2 0.1 -0.2
H -1.496674 4.171067 4.376701 0.5 0.1 0.1
H 0.210552 1.200862 3.807978 -0.2 0.0 -0.2
H -1.549979 0.919754 4.013174 0.4 -0.2 0.0
H -0.745502 0.366396 2.523617 0.0 0.3 0.2
```
Positions in Å, forces in eV/Å.

Results
* HOMO level (spin up / spin down): -12.12 / -12.21 eV
* HOMO-LUMO gap (spin up / spin down): 0.2062 / 0.2034 Eh
* calculated total energy: -4796.18835 hartree
* total charge: +2
* ΔE to the lowest compared entry with this formula, charge and spin: 11.3 kJ/mol
* 2S+1: 1

Charges computed using Mulliken, reported in e: number 1, N, carries -0.558; number 2, C, carries -0.510; number 3, C, carries -0.445; number 4, C, carries 0.188; number 5, C, carries -0.340; number 6, C, carries -0.412; number 7, C, carries -0.465; number 8, Sr, carries 1.275; number 9, P, carries -0.163; number 10, C, carries -1.617; number 11, C, carries 1.355; number 12, C, carries -1.704; number 13, C, carries -0.704; number 14, C, carries 0.245; number 15, C, carries -1.181; number 16, C, carries -0.590; number 17, Br, carries -0.126; number 18, H, carries 1.306; number 19, H, carries 0.142; number 20, H, carries 0.394; number 21, H, carries 0.419; number 22, H, carries 0.370; number 23, H, carries 0.376; number 24, H, carries 0.540; number 25, H, carries 0.919; number 26, H, carries 0.476; number 27, H, carries 0.532; number 28, P, carries 1.392; number 29, C, carries -0.138; number 30, C, carries -1.591; number 31, H, carries 0.279; number 32, H, carries 0.365; number 33, H, carries 0.448; number 34, H, carries 0.377; number 35, H, carries 0.363; number 36, C, carries 1.321; number 37, C, carries -1.565; number 38, H, carries 0.176; number 39, H, carries -0.816; number 40, H, carries 0.369; number 41, H, carries 0.416; number 42, H, carries 0.264; number 43, C, carries 0.323; number 44, C, carries -1.377; number 45, H, carries -0.079; number 46, H, carries 0.357; number 47, H, carries 0.361; number 48, H, carries 0.217; number 49, H, carries 0.432; number 50, C, carries -0.562; number 51, C, carries -1.628; number 52, H, carries 0.626; number 53, H, carries 0.255; number 54, H, carries 0.387; number 55, H, carries 0.356; number 56, H, carries 0.435; number 57, C, carries -0.711; number 58, C, carries -1.276; number 59, H, carries 0.531; number 60, H, carries 0.456; number 61, H, carries 0.400; number 62, H, carries 0.360; number 63, H, carries 0.352; number 64, C, carries -0.665; number 65, C, carries -1.327; number 66, H, carries 0.514; number 67, H, carries 0.511; number 68, H, carries 0.295; number 69, H, carries 0.432; number 70, H, carries 0.351; number 71, C, carries -0.992; number 72, S, carries 0.083; number 73, C, carries -0.603; number 74, H, carries 0.361; number 75, H, carries 0.354; number 76, H, carries 0.364; number 77, H, carries 0.345; number 78, H, carries 0.385; number 79, H, carries -0.008

Record 2
A molecular structure, C8H25BrCaN2O3 at a distorted geometry, computed with wB97M-V/def2-TZVPD.

```
40
Properties=species:S:1:pos:R:3:forces:R:3
Ca 1.955334 1.163990 -0.329409 8.3 -1.0 6.4
O -0.875636 -1.924400 -2.478899 -3.4 -3.4 -3.7
H -0.558566 -1.736230 -3.365269 -0.2 -0.1 -0.8
H -0.255666 -1.578320 -1.832789 1.3 -0.3 1.2
H -1.746226 -1.560500 -2.302129 -0.8 0.1 -0.2
Br 0.469974 -0.532100 -0.932629 -2.8 1.0 -0.9
C 0.582974 3.155140 -3.537809 -0.7 0.7 0.7
C 1.081314 2.724820 -2.147849 0.1 0.8 -0.5
C -0.077166 2.537710 -1.166929 -0.4 -0.6 -0.2
O 0.404384 2.111700 0.161801 -4.8 2.9 0.9
C -0.656266 1.940900 1.150391 -0.7 1.7 0.7
N 1.893784 1.469390 -2.240439 -0.2 1.6 -6.6
H 0.181994 4.166210 -3.466669 0.3 0.3 0.0
H -0.310096 2.619970 -3.860489 0.3 -0.6 -0.1
H 1.375774 3.152310 -4.285849 -0.1 -0.1 0.1
H 1.734264 3.513380 -1.773779 0.2 0.1 0.1
H -0.638216 1.668600 -1.510409 -0.5 0.4 -0.1
H -0.717666 3.419530 -1.150939 0.2 0.1 0.4
H -0.395616 1.284100 1.980321 0.6 0.5 -0.4
H -1.609876 1.574620 0.770181 0.3 -0.2 -0.7
H -0.834616 2.947980 1.527351 -0.1 -0.1 0.2
H 1.237694 0.806560 -2.628139 0.0 -0.4 -0.1
H 2.512414 1.568340 -3.032649 0.7 0.4 -0.1
C 0.673514 -3.485430 2.675651 -1.0 -0.6 0.9
C 0.338794 -2.391080 1.695111 0.4 1.4 0.8
C -0.189496 -1.087740 2.432701 -2.2 -1.2 0.5
O -1.444666 -1.267760 3.196441 2.7 0.7 -0.3
C -2.521526 -1.563570 2.391831 -0.9 -1.0 -0.4
N 1.538334 -1.994550 1.003551 2.0 0.4 0.3
H 0.783354 -4.474680 2.231311 0.1 0.2 -0.2
H -0.151396 -3.540750 3.385981 -0.2 -0.3 0.0
H 1.528974 -3.306790 3.327091 0.3 0.4 -0.4
H -0.322766 -2.717770 0.892801 -0.5 -0.2 0.4
H -0.371646 -0.274190 1.730521 0.0 -0.8 -0.5
H 0.524634 -0.667400 3.140831 0.3 -0.6 0.3
H -2.901436 -0.739500 1.787941 0.0 0.5 0.0
H -3.314666 -1.934430 3.041061 -0.1 0.2 -0.1
H -2.291836 -2.371440 1.697071 0.0 -0.2 -0.1
H 1.355234 -1.359670 0.239681 0.7 -2.3 1.6
H 2.012304 -1.316940 1.583461 1.0 -0.4 1.1
```
Positions in Å, forces in eV/Å.

Results
* HOMO level: -14.56 eV
* HOMO-LUMO gap: 0.2863 Eh
* calculated total energy: -3905.86765 hartree
* total charge: +2
* 2S+1: 1

Charges computed using Mulliken, reported in e: number 1, Ca, carries 1.421; number 2, O, carries -0.380; number 3, H, carries 0.488; number 4, H, carries 0.118; number 5, H, carries 0.473; number 6, Br, carries -0.604; number 7, C, carries -1.449; number 8, C, carries 0.452; number 9, C, carries -0.645; number 10, O, carries -0.422; number 11, C, carries -0.841; number 12, N, carries -0.719; number 13, H, carries 0.452; number 14, H, carries 0.368; number 15, H, carries 0.417; number 16, H, carries 0.232; number 17, H, carries 0.279; number 18, H, carries 0.657; number 19, H, carries 0.534; number 20, H, carries 0.339; number 21, H, carries 0.404; number 22, H, carries 0.151; number 23, H, carries 0.365; number 24, C, carries -1.522; number 25, C, carries 0.588; number 26, C, carries 0.016; number 27, O, carries -0.414; number 28, C, carries -0.652; number 29, N, carries -0.718; number 30, H, carries 0.366; number 31, H, carries 0.361; number 32, H, carries 0.345; number 33, H, carries 0.270; number 34, H, carries -0.664; number 35, H, carries 0.558; number 36, H, carries 0.193; number 37, H, carries 0.310; number 38, H, carries 0.259; number 39, H, carries 0.248; number 40, H, carries 0.366